Density functional theory data (ωB97M-V/def2-TZVPD) for a structure of composition C35H53Cl2CoN4O4Si.

The geometry in XYZ format:
```
100
Properties=species:S:1:pos:R:3:forces:R:3:lowdin_spin:R:1
C -1.703976 -0.858385 -4.631318 0.02 0.77 0.13 0.0001
C -1.557371 -2.334496 -4.733848 -0.10 -0.95 -0.45 0.0030
H -0.989755 -0.346980 -5.291786 -0.09 -0.05 0.20 0.0000
H -1.528546 -0.509562 -3.616707 -0.05 -0.05 -0.19 -0.0003
H -2.702622 -0.506641 -4.933478 0.11 -0.29 -0.03 0.0000
C -1.593753 -2.919181 -5.943804 -0.14 0.12 0.81 0.0002
C -1.642380 -2.183524 -7.235313 -0.09 -0.01 -0.54 0.0001
H -1.651930 -3.993750 -6.050346 0.19 -0.11 0.26 0.0000
H -0.888742 -1.401856 -7.316718 0.05 0.12 0.10 0.0000
H -2.608900 -1.729079 -7.453013 -0.17 0.18 0.18 0.0000
H -1.473810 -2.884412 -8.048394 0.13 -0.05 -0.18 0.0000
Co -1.252016 -2.331878 -0.571084 0.23 0.31 0.51 2.6693
Cl -3.299797 -2.813554 -0.230532 -1.04 -0.34 0.41 0.1134
C -0.509917 -1.263900 2.020563 0.58 -0.18 -0.63 0.0072
O -0.213066 -1.367843 0.785783 -0.05 0.34 1.66 0.0431
N 0.352702 -1.504263 3.009042 -0.08 -0.07 -1.15 -0.0003
C 1.790538 -1.668002 2.775499 0.01 -0.28 0.08 0.0001
C -0.188160 -1.972801 4.273878 -0.37 0.16 0.37 0.0003
H -1.523447 -0.983315 2.334564 0.12 -0.25 -0.05 0.0003
H 2.239614 -0.764687 2.353728 -0.26 -0.15 -0.08 0.0000
H 2.014566 -2.538533 2.138827 -0.14 0.32 0.04 0.0001
H 2.235135 -1.840336 3.759863 0.03 0.10 -0.26 0.0000
H -0.697443 -1.164710 4.794873 0.00 0.02 0.13 0.0000
H 0.642316 -2.324033 4.884401 -0.21 0.06 0.02 0.0001
H -0.889866 -2.795285 4.105806 0.13 0.01 0.08 0.0000
H 2.231440 3.571078 5.365267 0.08 -0.09 -0.19 0.0000
H 0.132663 4.900500 4.985503 0.03 0.01 -0.28 0.0000
C 2.536217 3.740453 4.325486 -0.19 -0.04 0.06 0.0000
C 0.518801 5.116192 3.978571 0.07 -0.21 -0.12 0.0000
N 1.354537 4.014851 3.522924 0.33 0.42 -0.22 0.0000
H 3.043247 2.853761 3.936654 -0.13 0.23 0.08 0.0000
C 1.251817 3.532658 2.255753 0.36 -0.93 -0.20 0.0000
O 1.982227 2.661167 1.772240 -0.49 1.15 0.50 0.0000
H -0.326019 5.240469 3.292638 0.12 -0.05 0.19 0.0000
H 0.424969 3.990363 1.678296 0.10 -0.17 0.20 0.0000
H 3.224927 4.598680 4.308083 -0.07 -0.10 -0.08 0.0000
H 1.098137 6.052509 4.022321 -0.11 -0.14 0.00 0.0000
H 0.791478 5.698760 -1.725230 -0.08 0.07 -0.02 0.0000
H -0.001005 2.741203 -3.355645 0.11 0.10 -0.08 0.0000
C 1.630720 5.234638 -2.251867 -0.35 0.12 0.74 0.0000
C 0.960241 3.229289 -3.553173 0.10 -0.14 -0.06 0.0000
N 1.502337 3.796695 -2.335616 0.14 -0.49 -0.24 0.0000
H 2.542508 5.501047 -1.710692 -0.06 0.07 -0.16 0.0000
C 2.309440 3.017163 -1.526193 0.91 -0.48 0.13 0.0000
O 3.021380 2.086561 -1.895525 -1.25 1.08 0.33 0.0000
H 1.648989 2.473408 -3.940569 -0.12 0.15 -0.16 0.0000
H 2.226432 3.315542 -0.454309 0.49 -0.08 -0.42 0.0000
H 1.659177 5.660242 -3.255729 0.21 -0.01 0.04 0.0000
H 0.798865 4.038244 -4.267589 0.08 -0.20 -0.15 0.0000
O -0.971610 -2.460023 -2.341377 1.21 0.35 -1.70 0.1304
C -1.558300 -3.147938 -3.431852 -0.70 0.15 0.11 0.0102
C 0.047053 -4.958758 -4.353929 0.32 -0.28 0.21 0.0007
C -0.977586 -4.559712 -3.488573 -0.12 -0.02 -0.47 0.0016
H 0.380855 -4.298142 -5.165246 -0.08 -0.31 0.58 0.0000
C 0.670862 -6.205641 -4.164494 -0.02 0.30 -0.03 -0.0001
H -2.617887 -3.239291 -3.140455 0.01 -0.19 -0.19 0.0016
C -1.477744 -5.480314 -2.563601 0.28 0.07 0.20 0.0003
H 1.496814 -6.504878 -4.818564 -0.29 0.15 0.24 0.0000
C 0.273359 -7.047144 -3.126221 -0.20 0.20 -0.03 0.0005
C -0.835079 -6.694488 -2.350151 0.05 -0.09 -0.09 -0.0001
H -2.342692 -5.197264 -1.961776 0.23 -0.04 -0.04 -0.0001
H 0.815706 -7.969152 -2.920495 -0.17 0.14 -0.14 0.0000
H -1.197541 -7.366002 -1.571293 0.10 0.14 -0.19 0.0000
Si 1.337549 -1.755906 -2.052923 1.04 -1.26 0.26 0.0033
Cl 0.623656 0.123583 -2.591548 -1.09 0.66 0.27 -0.0012
C 2.048259 -2.095507 -3.775785 0.39 -0.26 0.14 0.0024
C 1.318507 -3.494242 -1.084016 -0.41 0.22 -0.05 0.0094
C 2.500026 -1.006865 -0.775442 0.96 0.21 -0.08 -0.0003
H 2.366788 -3.129659 -3.965006 -0.05 0.20 0.12 0.0000
H 2.941251 -1.448454 -3.768025 -0.15 -0.16 -0.25 0.0003
H 1.402588 -1.765020 -4.605671 0.10 -0.11 0.47 0.0000
H 3.145935 -0.225998 -1.196416 -0.24 -0.02 0.10 0.0000
H 3.144933 -1.796065 -0.377253 0.11 0.18 0.07 0.0000
H 1.969711 -0.566000 0.078369 -0.05 -0.06 -0.41 -0.0001
H 1.308239 -4.335012 -1.789280 -0.33 0.15 0.11 0.0006
H 0.564316 -3.688742 -0.282226 0.45 -0.02 -0.49 0.0030
H 2.299011 -3.489043 -0.578818 -0.48 -0.11 -0.15 0.0008
C 0.306435 0.580671 6.751823 -0.07 -0.19 0.69 0.0000
C 1.195958 0.723521 5.682714 -0.28 0.05 -0.24 0.0000
C 0.722518 1.140131 4.455249 -0.16 0.06 -0.10 0.0000
C -0.651437 1.472717 4.257089 -0.38 0.33 -0.46 0.0000
C -1.531852 1.330206 5.361393 0.02 -0.02 0.19 0.0000
C -1.055004 0.875127 6.587665 0.33 0.06 -0.25 0.0000
N -1.023854 1.820041 2.999513 0.49 -0.46 -0.18 0.0001
C -2.074127 2.590009 2.623611 0.10 -0.07 0.12 0.0000
C -2.434006 2.545494 1.241235 -0.13 0.11 0.14 0.0000
C -3.431331 3.357571 0.723595 0.11 0.13 0.66 0.0000
C -4.075599 4.291288 1.559456 0.09 0.05 0.04 0.0000
C -3.700510 4.390445 2.909653 -0.14 -0.24 -0.51 0.0000
C -2.753436 3.527713 3.449848 0.06 0.03 -0.27 0.0000
H 0.679566 0.229548 7.715908 -0.15 0.11 -0.19 0.0000
H 2.260798 0.501597 5.795768 -0.28 0.02 0.09 0.0000
H 1.369077 1.238561 3.581585 -0.13 -0.04 0.27 0.0000
H -2.589756 1.564001 5.211979 0.36 -0.18 0.16 0.0000
H -1.750639 0.753208 7.420110 0.22 0.00 -0.14 0.0000
H -1.871433 1.851970 0.612556 -0.20 0.15 0.14 0.0000
H -3.701817 3.278493 -0.328833 0.04 0.05 0.20 0.0000
H -4.850322 4.938183 1.152116 0.15 -0.06 0.10 0.0000
H -4.158402 5.151085 3.545168 0.01 -0.22 -0.13 0.0000
H -2.480699 3.585626 4.500782 -0.06 0.14 -0.18 0.0000
```
Positions in Å, forces in eV/Å.

Properties
spin multiplicity	4
HOMO level (spin up / spin down)	-0.1242 / -0.1242	hartree
E_tot	-121857.2003	eV
gap between HOMO and LUMO (spin up / spin down)	5.9 / 5.8	eV
charge	-1
LUMO (spin up / spin down)	2.5 / 2.4	eV
<S²>	3.759